No. 1
{
  "formula": "C13H44AsF6N6O9",
  "method": "the ωB97M-V functional and the def2-TZVPD basis",
  "relative_energy_kcal_mol": 7.5,
  "charge": -1,
  "homo_lumo_gap_ev": 8.8836,
  "multiplicity": 1,
  "e_tot_ha": -4362.64893,
  "species": ["H", "H", "O", "F", "O", "H", "H", "O", "N", "C", "H", "H", "H", "O", "H", "H", "H", "H", "F", "H", "C", "H", "H", "H", "H", "F", "N", "H", "H", "O", "C", "F", "H", "H", "F", "As", "H", "C", "H", "H", "H", "C", "H", "H", "H", "C", "H", "O", "H", "N", "H", "N", "N", "H", "C", "O", "H", "H", "H", "C", "H", "C", "N", "C", "F", "H", "H", "H", "H", "O", "H", "H", "H", "C", "C", "O", "H", "H", "C"],
  "xyz": [[11.48, -13.65, -16.62], [11.01, -17.34, -15.94], [14.54, -12.65, -9.15], [14.45, -13.57, -12.40], [17.40, -9.69, -16.14], [18.47, -15.07, -14.08], [15.72, -17.60, -9.99], [15.72, -14.26, -20.14], [18.87, -13.02, -10.05], [15.84, -13.70, -17.82], [12.55, -14.79, -14.48], [12.94, -15.67, -17.08], [14.93, -13.10, -17.85], [19.00, -18.16, -14.09], [20.75, -13.70, -15.23], [20.97, -11.70, -9.47], [17.45, -9.12, -16.91], [18.61, -10.97, -15.21], [15.18, -12.92, -14.72], [17.94, -15.27, -19.39], [17.14, -15.69, -18.78], [13.24, -11.33, -9.97], [17.83, -16.90, -11.15], [15.05, -12.63, -9.97], [18.02, -11.52, -16.79], [16.18, -11.91, -12.73], [20.12, -11.38, -9.06], [10.43, -14.73, -17.54], [19.69, -16.00, -13.23], [20.69, -12.89, -12.34], [11.03, -14.65, -16.63], [16.83, -14.04, -11.81], [12.61, -12.04, -8.52], [14.28, -11.32, -14.76], [15.71, -15.18, -13.80], [15.97, -13.54, -13.27], [10.29, -14.60, -15.83], [14.07, -9.94, -16.07], [13.62, -16.07, -14.96], [17.01, -17.71, -15.66], [19.45, -12.90, -14.48], [16.27, -16.65, -9.92], [15.00, -15.51, -18.68], [16.71, -16.16, -14.91], [16.78, -13.17, -17.95], [15.87, -14.85, -18.83], [14.97, -10.35, -16.53], [17.83, -11.33, -8.94], [15.80, -15.95, -10.60], [22.54, -12.98, -13.65], [16.13, -16.38, -8.88], [20.45, -12.97, -14.60], [17.34, -16.93, -15.13], [18.00, -13.32, -10.46], [12.58, -15.75, -14.99], [13.98, -10.40, -14.73], [15.86, -14.15, -16.82], [14.05, -8.85, -16.10], [20.13, -10.54, -8.50], [18.86, -11.86, -9.34], [13.20, -10.24, -16.67], [21.19, -12.95, -13.46], [18.84, -15.94, -13.74], [18.39, -17.09, -14.28], [17.48, -13.47, -14.19], [11.97, -16.37, -14.32], [22.84, -13.21, -14.59], [14.83, -13.89, -20.14], [12.71, -12.92, -10.13], [11.39, -16.99, -16.75], [19.75, -13.31, -10.44], [23.25, -12.74, -12.99], [17.51, -15.82, -17.77], [18.43, -10.67, -16.24], [13.21, -12.27, -9.40], [17.64, -16.79, -10.22], [16.95, -16.67, -19.21], [19.33, -10.29, -16.73], [12.06, -15.77, -16.44]]
}

***

No. 2
{
  "formula": "C13H44BF4O9Ti",
  "method": "the ωB97M-V functional and the def2-TZVPD basis",
  "charge": 0,
  "homo_lumo_gap_ev": [4.5014, 9.7665],
  "multiplicity": 4,
  "e_tot_ha": -2472.63912,
  "species": ["H", "O", "O", "C", "O", "C", "Ti", "H", "C", "H", "H", "H", "C", "H", "F", "C", "H", "H", "H", "F", "H", "C", "O", "H", "C", "H", "H", "O", "H", "H", "H", "H", "C", "O", "C", "H", "B", "H", "H", "H", "H", "H", "H", "H", "H", "H", "O", "C", "H", "F", "H", "H", "H", "C", "H", "H", "H", "O", "H", "H", "C", "F", "H", "O", "C", "H", "H", "H", "H", "H", "H", "H"],
  "xyz": [[2.19, 2.28, -3.01], [2.26, -1.82, -1.49], [1.86, -0.73, 1.25], [-2.00, 3.62, -2.12], [-3.27, 1.67, -2.81], [-0.68, -1.69, -4.53], [-0.06, 0.37, 1.56], [-2.07, -1.67, 2.48], [2.82, -3.90, -0.50], [2.45, -4.90, -0.28], [-1.59, 4.40, 2.08], [-0.01, -1.32, 4.43], [-0.99, -1.56, 4.02], [-0.94, -2.67, -4.92], [-1.72, -0.27, -1.88], [-1.26, 3.39, 2.31], [1.92, -1.26, 0.46], [-4.11, -4.37, 1.25], [5.41, 2.21, 2.61], [-0.74, -1.32, -0.28], [1.19, -3.58, -1.86], [-2.71, 2.90, -3.40], [3.64, 3.36, 2.29], [-1.81, -1.47, 4.73], [0.18, 3.38, 1.59], [-3.89, -3.86, -0.43], [1.92, 2.58, 2.06], [1.00, 2.32, 2.12], [3.72, -4.05, -1.09], [1.61, 3.39, -4.98], [0.07, -1.27, -5.20], [-2.62, 1.15, -2.34], [2.27, -1.40, 2.39], [-0.19, -1.72, -3.19], [-3.99, -3.50, 0.60], [-2.02, 2.73, -4.23], [-1.14, -0.11, -0.68], [-2.09, -3.42, 3.74], [-1.53, 4.57, -2.38], [0.66, 1.41, -3.12], [-2.71, 3.94, -1.35], [-1.97, 2.68, 1.89], [1.93, -2.43, 2.49], [-1.18, 3.06, -1.68], [-3.49, 3.54, -3.81], [-4.85, -2.84, 0.69], [-2.95, -2.72, 1.08], [1.19, 2.31, -3.43], [3.23, -3.30, 0.32], [-0.02, 0.68, -0.83], [-2.75, -2.00, 0.48], [4.05, 1.33, 1.91], [3.97, 1.84, 3.53], [4.32, 2.17, 2.55], [0.24, 3.34, 0.50], [0.96, -2.78, -0.29], [0.72, 4.28, 1.90], [1.20, 2.54, -4.80], [4.03, 3.80, 1.53], [2.06, -0.99, 3.37], [-1.06, -3.07, 3.87], [-2.08, 0.48, 0.15], [-0.79, -1.20, -2.66], [-1.37, -1.10, 2.78], [1.69, -3.04, -1.05], [-0.81, -3.55, 4.81], [-1.25, 3.47, 3.39], [1.83, -1.52, -2.29], [-0.41, -3.46, 3.08], [-1.55, -1.03, -4.65], [3.35, -1.50, 2.33], [0.74, 3.23, -3.05]]
}

***

No. 3
{
  "formula": "C13H44N7O16",
  "method": "the ωB97M-V functional and the def2-TZVPD basis",
  "charge": -1,
  "homo_lumo_gap_ev": 9.6216,
  "multiplicity": 1,
  "e_tot_ha": -2108.86391,
  "species": ["H", "H", "H", "H", "C", "H", "O", "N", "H", "O", "H", "O", "N", "O", "H", "H", "H", "H", "H", "H", "O", "C", "H", "H", "H", "H", "H", "C", "N", "O", "H", "C", "C", "H", "O", "H", "H", "H", "C", "H", "O", "H", "H", "N", "N", "O", "C", "H", "H", "O", "C", "H", "C", "O", "H", "H", "H", "N", "O", "C", "C", "H", "O", "O", "H", "H", "H", "C", "H", "H", "H", "H", "H", "O", "H", "N", "H", "H", "O", "C"],
  "xyz": [[11.87, 12.40, 14.64], [8.10, 10.11, 7.43], [7.34, 18.20, 15.74], [8.66, 16.69, 16.15], [8.64, 10.03, 13.00], [7.50, 8.12, 16.99], [9.33, 8.75, 16.61], [5.74, 15.98, 14.81], [9.14, 9.39, 15.89], [11.44, 11.07, 10.68], [9.85, 17.94, 16.66], [7.73, 12.91, 11.67], [10.38, 16.54, 5.85], [9.78, 7.84, 8.29], [9.44, 14.35, 5.01], [9.35, 16.44, 5.82], [8.94, 8.87, 10.89], [8.99, 12.75, 10.24], [10.79, 17.21, 6.41], [8.80, 7.10, 17.66], [8.65, 10.59, 14.28], [9.85, 9.17, 12.78], [6.09, 15.33, 14.10], [6.89, 16.81, 8.31], [7.94, 7.23, 8.89], [9.93, 7.97, 9.24], [7.11, 13.89, 15.64], [11.03, 15.33, 5.89], [7.63, 13.76, 7.63], [12.16, 15.31, 6.34], [8.06, 13.09, 6.99], [11.64, 11.58, 9.40], [7.60, 15.12, 7.34], [7.49, 14.60, 17.17], [9.36, 12.31, 9.45], [6.68, 9.18, 7.99], [4.93, 16.54, 14.78], [11.07, 17.02, 14.77], [10.07, 17.21, 14.59], [8.64, 10.75, 12.15], [6.56, 13.79, 13.25], [10.98, 12.12, 13.11], [11.51, 13.71, 13.61], [7.36, 15.90, 8.42], [10.42, 14.24, 5.26], [9.90, 12.91, 14.72], [8.36, 7.90, 8.04], [8.37, 7.10, 15.90], [7.80, 13.46, 8.63], [8.19, 18.58, 15.46], [11.10, 12.78, 13.97], [7.68, 15.58, 9.33], [7.82, 9.32, 8.20], [5.77, 16.40, 16.98], [11.29, 10.97, 8.57], [9.50, 13.71, 14.54], [9.98, 18.00, 13.89], [7.05, 14.70, 16.27], [7.90, 15.06, 12.10], [6.13, 15.70, 16.09], [9.20, 17.62, 15.81], [7.75, 9.38, 12.92], [9.78, 8.66, 11.38], [9.66, 15.94, 13.97], [8.36, 10.69, 9.54], [12.68, 11.77, 9.30], [8.05, 7.53, 7.06], [8.46, 7.67, 16.77], [10.99, 13.61, 9.84], [10.70, 13.22, 8.19], [10.77, 13.30, 5.47], [8.79, 15.89, 13.60], [10.01, 8.32, 13.46], [8.12, 9.78, 9.50], [10.74, 9.88, 12.87], [7.40, 13.87, 12.35], [10.82, 10.31, 10.70], [9.02, 11.48, 14.33], [7.70, 15.57, 6.21], [10.73, 12.78, 9.20]]
}

***

No. 4
{
  "formula": "C13H48AgF2NO17S2",
  "method": "the ωB97M-V functional and the def2-TZVPD basis",
  "relative_energy_kcal_mol": 131.5,
  "charge": -1,
  "homo_lumo_gap_ev": [5.7323, 4.4795],
  "multiplicity": 2,
  "e_tot_ha": -3000.53812,
  "species": ["N", "O", "O", "H", "H", "O", "O", "H", "H", "H", "C", "O", "H", "C", "O", "H", "H", "S", "H", "H", "C", "C", "O", "H", "H", "H", "O", "O", "H", "O", "C", "H", "O", "C", "H", "H", "H", "H", "H", "C", "O", "H", "H", "H", "H", "H", "O", "S", "H", "F", "F", "C", "H", "H", "H", "H", "C", "H", "C", "H", "H", "C", "H", "O", "H", "H", "O", "H", "H", "H", "C", "O", "H", "H", "C", "Ag", "H", "H", "O", "H", "H", "H", "H", "H"],
  "xyz": [[-6.21, 1.90, 5.89], [4.13, 1.23, -6.07], [-0.45, -7.26, -1.98], [-0.87, -0.19, 8.37], [1.48, -6.86, -1.46], [5.47, -3.73, -1.32], [1.05, 6.10, 4.23], [-0.40, 0.76, 7.03], [-4.18, -2.03, -5.39], [6.71, -1.99, -1.61], [-4.99, 4.09, -0.83], [-6.76, 4.17, 4.77], [-0.06, 0.22, -1.68], [0.64, 4.74, 4.44], [-5.27, 2.76, -1.22], [-2.14, 0.53, 7.56], [-3.47, 2.29, -7.06], [-5.84, 3.36, 5.54], [0.31, 6.53, 3.79], [4.48, -2.93, 4.00], [-1.18, 0.06, 7.35], [0.36, -0.20, -0.77], [-5.00, 4.05, 6.50], [3.65, -3.94, 2.75], [5.91, -2.22, -0.13], [-1.40, 2.72, -6.60], [-2.74, -3.05, -4.28], [2.25, -3.05, -5.64], [4.00, -4.18, -5.46], [-7.00, 3.09, 8.16], [3.61, -3.03, 3.35], [1.24, 0.42, -0.61], [-2.01, -0.48, 0.26], [-2.16, 3.23, -6.00], [4.60, -3.31, -1.25], [-5.73, 4.46, -0.11], [-4.46, -1.94, -3.70], [-1.01, -8.03, -1.84], [1.78, -3.57, 3.73], [5.65, 2.52, 1.57], [0.69, -1.56, -1.04], [1.42, 4.13, 4.90], [-4.01, 4.10, -0.35], [1.27, -8.00, -2.78], [3.47, -2.15, 2.72], [-5.06, 4.80, -1.65], [-8.65, 2.96, 6.31], [-7.45, 2.43, 6.95], [-0.89, 1.18, 0.59], [-7.91, 0.95, 7.50], [-4.73, 2.99, 4.44], [-0.77, 0.12, 0.36], [-3.14, -1.05, -4.31], [3.10, -4.45, -6.91], [-2.15, 2.92, -4.95], [2.15, -2.91, -4.70], [2.98, -4.28, -5.84], [-1.99, -2.92, -4.86], [6.41, -2.78, -0.92], [-0.22, 4.73, 5.11], [3.64, 3.17, -5.33], [3.21, 2.29, -5.81], [2.48, 1.96, -5.07], [6.55, 2.74, 2.71], [4.67, 2.26, 1.98], [2.62, 2.62, -6.67], [-1.36, -0.97, 6.41], [7.30, -3.21, -0.48], [-1.79, 4.26, -6.01], [-0.52, -1.40, 6.25], [-3.66, -2.00, -4.43], [2.53, -3.21, 4.21], [-4.65, 2.18, -0.78], [3.67, 0.39, -6.18], [0.87, -7.68, -1.82], [-1.90, -3.95, -0.75], [6.11, 1.77, 0.93], [6.27, 3.52, 3.19], [-3.46, 3.01, -6.42], [1.04, -8.58, -1.23], [-0.42, -0.15, 1.35], [0.43, 4.20, 3.52], [2.44, -5.15, -5.47], [5.41, 3.44, 1.03]]
}

***

> What is the formula in the first record?

C13H44AsF6N6O9